Computed, not measured: a single C6H10O molecule in a non-equilibrium geometry, with the ωB97M-V functional and the def2-TZVPD basis.

```
17
Properties=species:S:1:pos:R:3:forces:R:3
C -0.149505 -0.265905 -2.322900 -0.217 -0.170 -0.257
C -0.115341 -1.098219 -1.083537 -0.375 -0.447 -0.202
C -0.202978 -0.835410 1.362282 0.511 0.880 -0.623
C -0.766175 -0.720877 0.018930 -0.834 -0.950 -0.982
C 0.630699 0.667222 0.667039 0.440 0.118 1.233
C 0.230901 1.519060 1.772139 0.009 0.226 0.542
O -0.742662 2.243169 1.733348 0.463 0.006 0.099
H 0.706528 0.442447 -2.358324 -0.221 -0.320 0.143
H -1.055381 0.349427 -2.354331 0.074 -0.153 -0.098
H -0.088183 -0.876809 -3.222008 -0.061 0.124 -0.176
H 0.694433 -1.819795 -0.974006 -0.032 0.097 -0.050
H -0.913734 -0.736742 2.214381 0.636 0.579 -0.713
H 0.493112 -1.664449 1.582506 0.025 0.706 -0.463
H -1.544431 0.042114 0.016294 -0.094 -0.189 -0.526
H 0.391281 1.175544 -0.306685 -0.482 -1.016 0.954
H 1.644427 0.292721 0.565789 0.189 0.126 0.525
H 0.787008 1.286502 2.689084 -0.032 0.382 0.595
```
Positions in Å, forces in eV/Å.

Computed properties:
Energy relative to the best compared isomer or geometry (same formula, charge and spin) = 335.10 kJ/mol
Gap between HOMO and LUMO = 8.69 eV
Total charge = 0
Strongest force on any atom = 1.60 eV/A
E_tot = -309.71474 Ha
HOMO energy = -7.96 eV
SMILES = C/C=C/CCC=O